Entry 1:
40
Properties=species:S:1:pos:R:3:lowdin_charge:R:1 method="wB97M-V/def2-TZVPD" relative_energy_kj_mol=227.3 smiles=NCNCCO.O.O.O.O.O.O.O.O homo_lumo_gap_ha=0.3288 mol_weight_g_mol=234.25 charge=0 lumo_ev=0.135 max_force_ev_per_a=5.52
C 2.182 0.083 1.611 -0.245
C 2.711 1.479 1.731 -0.292
O 1.968 2.373 2.501 -0.111
N 1.320 -0.228 0.445 -0.072
C 1.162 -1.725 0.360 -0.348
N 0.475 -1.988 -0.793 0.003
H 1.564 -0.334 2.490 0.137
H 3.118 -0.645 1.563 0.135
H 3.830 1.400 2.047 0.144
H 2.592 1.974 0.780 0.114
H 1.830 2.126 3.497 0.154
H 1.593 0.182 -0.397 0.071
H 0.732 -2.044 1.319 0.120
H 2.181 -2.251 0.263 0.130
H 0.874 -1.535 -1.618 0.036
H -0.545 -1.758 -0.669 0.069
H -0.263 0.895 1.348 0.073
H -0.331 1.990 2.303 0.089
O -0.987 1.308 1.950 -0.121
H 1.155 -0.105 -3.401 0.030
H 0.725 -1.456 -4.122 0.025
O 0.474 -0.897 -3.397 -0.122
H -2.131 1.465 0.356 0.051
H -2.009 0.769 -1.228 0.059
O -2.410 1.438 -0.615 -0.103
H -0.830 2.251 -2.835 0.121
H -0.887 2.561 -1.469 0.007
O -0.188 2.628 -2.121 -0.077
H -2.627 -0.862 0.863 -0.083
H -3.114 -0.736 -0.573 0.099
O -2.576 -1.313 0.075 -0.067
H 2.115 1.730 -3.920 0.059
H 1.210 1.797 -2.692 -0.037
O 1.879 1.309 -3.115 -0.009
H -3.016 -3.401 0.503 -0.001
H -2.495 -4.077 -0.771 0.051
O -3.189 -4.166 -0.063 -0.099
H -3.320 0.301 2.823 0.120
H -1.982 0.002 2.438 -0.013
O -2.792 -0.539 2.531 -0.098

***

Entry 2:
51
Properties=species:S:1:pos:R:3:lowdin_spin:R:1 method="wB97M-V/def2-TZVPD" multiplicity=2 homo_lumo_gap_ha="0.1544 / 0.3501" s_squared=0.75 mol_weight_g_mol=415.42 charge=0 lumo_ev="-0.704 / -1.044" max_force_ev_per_a=3.65
Mg -2.632 -1.716 -1.889 0.340
B -1.010 -1.387 0.763 0.027
F -0.554 -0.190 1.261 0.003
F -1.530 -1.106 -0.489 0.015
F 0.062 -2.238 0.556 0.005
F -2.033 -1.880 1.582 0.010
O 1.699 3.885 -2.627 0.000
S 1.749 3.071 -1.404 0.004
O 2.570 1.824 -1.284 0.001
O 2.059 4.095 -0.114 0.000
C 3.305 3.936 0.578 0.000
C 4.560 4.264 -0.236 0.000
C 0.021 2.627 -0.927 0.004
H 3.517 2.929 0.939 0.000
H 3.148 4.527 1.480 0.000
H 4.532 5.298 -0.581 0.000
H 4.567 3.594 -1.096 0.000
H 5.501 4.200 0.310 0.000
H -0.081 2.219 0.079 0.001
H -0.265 2.026 -1.790 0.005
H -0.464 3.603 -0.952 0.000
O -0.834 2.630 3.315 0.001
H -1.132 1.827 2.888 0.000
H -0.972 3.315 2.661 0.000
O 0.662 -0.850 3.475 0.001
H 0.385 -0.625 2.587 0.000
H 1.436 -1.399 3.354 0.000
O 3.143 -0.922 -0.749 0.002
H 2.919 -0.017 -0.967 0.000
H 2.307 -1.388 -0.776 0.001
O -4.018 -2.251 -0.556 0.098
H -4.299 -2.305 0.357 0.020
H -4.800 -2.471 -1.062 0.060
O -1.216 -1.245 -3.180 0.078
H -0.290 -1.418 -3.008 0.015
H -1.292 -1.274 -4.134 0.027
O 0.368 -4.112 2.332 0.003
H -0.267 -4.501 1.731 0.002
H 0.407 -3.191 2.077 0.000
O 1.863 -4.471 -0.834 0.007
H 1.142 -4.308 -0.225 0.001
H 1.667 -5.328 -1.213 0.001
O -3.104 0.677 3.069 0.006
H -3.700 0.671 2.319 0.004
H -2.744 -0.209 3.097 0.001
O -1.873 -3.531 -1.880 0.083
H -1.588 -3.980 -1.084 0.016
H -2.020 -4.234 -2.513 0.030
O -3.344 0.205 -1.874 0.083
H -3.999 0.670 -2.394 0.025
H -3.531 0.458 -0.970 0.018

***

Entry 3:
43
Properties=species:S:1:pos:R:3:lowdin_charge:R:1 method="wB97M-V/def2-TZVPD" relative_energy_kj_mol=264.4 homo_lumo_gap_ha=0.3394 mol_weight_g_mol=252.26 charge=0 lumo_ev=-0.057 max_force_ev_per_a=2.55
C 3.087 0.891 -1.420 -0.091
C 2.987 -0.444 -0.598 -0.312
N 1.799 -2.599 0.847 0.118
C 1.875 -1.307 1.260 -0.303
N 2.365 -0.294 0.670 0.005
H 3.109 0.651 -2.471 0.056
H 3.979 1.449 -1.152 0.066
H 2.157 1.441 -1.233 0.053
H 4.073 -0.577 -0.512 0.110
H 2.562 -1.190 -1.281 0.082
H 2.321 -2.852 0.029 0.064
H 1.237 -3.303 1.282 0.098
H 1.308 -1.163 2.180 0.118
H 1.272 1.226 3.126 0.009
H -0.172 1.687 3.415 0.015
O 0.738 1.768 3.708 -0.059
H 1.126 -4.086 -2.147 0.054
H 0.026 -3.157 -1.790 0.036
O 0.991 -3.169 -1.880 -0.054
H -0.121 0.426 1.322 0.025
H 0.403 1.702 0.766 0.052
O -0.307 1.376 1.337 -0.080
H -1.919 3.962 0.835 0.036
H -2.176 2.446 0.985 0.004
O -2.339 3.300 1.392 -0.055
H 0.354 0.838 -3.330 0.043
H 0.392 -0.487 -2.430 0.024
O -0.115 0.055 -3.044 -0.038
H -0.313 3.938 1.978 0.007
H 1.156 3.660 1.864 0.026
O 0.476 4.243 1.507 -0.066
H -3.416 0.357 3.154 0.045
H -2.568 0.133 2.019 -0.009
O -2.642 -0.181 2.938 -0.060
H -2.252 -0.533 -2.387 0.002
H -3.334 0.552 -2.569 0.061
O -3.205 -0.393 -2.455 -0.058
H -2.403 -1.190 -0.605 -0.018
H -1.740 -0.122 0.257 0.003
O -2.020 -1.045 0.271 -0.056
H -3.592 -2.622 -1.580 0.061
H -2.500 -2.536 -2.577 0.041
O -2.658 -2.850 -1.680 -0.057

***

Entry 4:
44
Properties=species:S:1:pos:R:3:lowdin_charge:R:1 method="wB97M-V/def2-TZVPD" relative_energy_kj_mol=257.0 smiles="CCNC(N)=O.O.O.O.O.O.O.O.O.O.O" homo_lumo_gap_ha=0.3529 mol_weight_g_mol=268.26 charge=0 lumo_ev=0.129 max_force_ev_per_a=2.62
C 0.732 -1.040 0.455 -0.250
N 1.289 0.188 -0.043 0.087
C 1.360 1.384 0.666 -0.593
N 0.637 1.466 1.847 0.159
O 2.010 2.344 0.299 0.028
C 1.770 -2.007 1.087 -0.079
H 0.156 -1.582 -0.288 0.077
H 0.103 -1.024 1.362 0.087
H 1.896 0.256 -0.840 0.129
H 0.588 2.303 2.390 0.110
H 0.022 0.687 2.073 0.060
H 2.580 -1.477 1.641 0.078
H 2.327 -2.718 0.451 0.073
H 1.352 -2.507 1.951 0.052
H -2.603 -1.424 -0.209 0.010
H -2.066 -2.843 -0.387 0.048
O -2.880 -2.329 -0.393 -0.060
H 0.979 -1.853 -2.306 -0.019
H 0.740 -2.894 -3.370 0.038
O 1.310 -2.698 -2.619 -0.076
H -3.159 -3.177 1.288 0.044
H -2.009 -3.625 2.437 0.066
O -2.736 -3.072 2.159 -0.054
H 1.500 2.350 -2.034 0.000
H 2.860 2.597 -2.593 0.063
O 2.101 2.018 -2.724 -0.072
H -2.827 1.932 0.351 0.041
H -3.397 3.102 -0.746 0.054
O -2.709 2.672 -0.240 -0.042
H -0.721 3.206 -0.874 0.060
H -0.800 2.840 -2.425 0.070
O -0.426 2.600 -1.573 -0.062
H 1.213 0.525 -3.432 0.005
H 1.876 -0.710 -4.141 0.058
O 1.106 -0.415 -3.650 -0.076
H -1.217 0.695 -1.264 0.014
H -1.212 -0.326 -2.208 0.061
O -1.491 -0.237 -1.281 -0.065
H 1.871 -0.676 4.266 0.026
H 1.246 0.670 3.739 -0.014
O 1.687 0.243 4.486 -0.063
H -2.805 -0.173 2.948 0.034
H -2.276 -1.499 2.133 -0.008
O -2.141 -0.528 2.357 -0.096

***

Entry 5:
43
Properties=species:S:1:pos:R:3:lowdin_charge:R:1 method="wB97M-V/def2-TZVPD" relative_energy_kj_mol=0.0 homo_lumo_gap_ha=0.4092 mol_weight_g_mol=254.25 charge=+1 lumo_ev=-2.512 max_force_ev_per_a=2.25
C 1.268 -2.523 1.620 -0.188
O 1.958 -2.591 2.864 -0.039
C 0.727 -1.138 1.419 -0.210
C 0.727 -0.617 -0.011 -0.170
O 0.434 0.780 0.275 -0.077
N -0.748 -0.964 1.884 0.231
H 0.514 -3.315 1.526 0.142
H 2.083 -2.632 0.875 0.145
H 1.448 -3.008 3.561 0.092
H 1.179 -0.381 2.053 0.153
H 1.652 -0.819 -0.580 0.104
H -0.100 -0.897 -0.670 0.107
H 0.244 1.189 -0.584 0.052
H -1.090 -1.736 2.459 0.169
H -0.770 -0.038 2.363 0.118
H -1.503 -0.919 1.191 0.133
H -0.615 -0.917 -3.137 0.003
H -1.957 -0.825 -2.360 -0.008
O -1.544 -0.678 -3.238 -0.075
H 3.099 1.359 1.335 0.005
H 4.282 2.141 1.928 0.045
O 3.891 1.841 1.098 -0.051
H -4.439 1.024 0.941 0.082
H -3.154 1.433 0.394 0.012
O -3.770 0.668 0.339 -0.055
H -1.177 2.496 3.188 0.061
H -1.528 1.909 1.788 -0.004
O -1.574 1.739 2.752 -0.064
H 1.580 -2.219 -3.085 0.076
H 2.057 -0.969 -2.461 0.020
O 1.232 -1.468 -2.587 -0.062
H 4.374 0.512 -1.746 0.063
H 3.590 1.056 -2.934 0.054
O 3.496 0.508 -2.152 -0.041
H -2.262 3.674 0.216 0.097
H -1.610 2.452 -0.578 0.046
O -1.983 2.756 0.267 -0.041
H 0.004 2.164 -2.958 0.069
H -1.199 1.149 -2.841 0.041
O -0.626 1.776 -2.343 -0.053
H -3.228 -0.678 -0.562 0.003
H -3.367 -1.972 -1.441 0.076
O -2.745 -1.437 -0.941 -0.059

***

Entry 6:
44
Properties=species:S:1:pos:R:3:lowdin_charge:R:1 method="wB97M-V/def2-TZVPD" relative_energy_kj_mol=292.7 homo_lumo_gap_ha=0.3284 mol_weight_g_mol=286.32 charge=-1 lumo_ev=2.836 max_force_ev_per_a=7.43
C 0.034 1.926 1.156 -0.353
C 1.056 2.277 2.178 -0.664
S 2.263 1.071 2.542 0.735
N -1.105 2.861 1.109 -0.043
C -1.465 3.239 -0.352 -0.226
O -1.985 2.056 -0.996 -0.181
H -0.113 0.869 1.086 0.060
H 0.537 2.090 0.172 0.106
H 1.441 3.300 2.152 0.062
H 0.417 2.594 3.075 0.093
H 2.132 0.370 1.352 -0.127
H -2.005 2.283 1.259 0.108
H -0.457 3.612 -0.850 0.156
H -2.341 3.762 -0.105 0.083
H 2.812 -1.221 0.215 0.040
H 3.182 -2.858 0.140 0.043
O 3.626 -1.949 0.145 -0.211
H -0.154 -2.327 2.066 0.053
H -0.207 -0.759 2.483 0.019
O -0.436 -1.690 2.757 -0.092
H -2.049 -2.409 -1.785 0.103
H -2.228 -2.737 -0.393 -0.020
O -1.659 -3.024 -1.048 -0.061
H -3.460 0.488 2.147 0.006
H -2.250 -0.268 2.931 0.084
O -3.241 0.136 3.046 -0.150
H -0.533 -0.442 -2.925 -0.001
H 0.289 0.959 -2.260 -0.015
O -0.147 0.432 -1.681 -0.204
H 1.498 -1.581 -0.894 0.032
H 0.763 -0.075 -1.017 -0.015
O 1.277 -0.802 -0.265 -0.263
H -1.245 1.579 -1.589 0.086
H -0.063 -1.354 -4.164 0.031
O -0.709 -1.271 -3.460 -0.107
H 0.088 -3.196 -1.856 0.034
H 0.565 -2.102 -2.506 -0.103
O 0.887 -2.932 -2.370 -0.067
H 2.530 -1.693 -3.505 0.084
H 1.745 -0.594 -2.734 -0.053
O 1.943 -0.915 -3.546 -0.020
H -1.577 0.043 -0.221 -0.084
H -2.983 0.641 -0.064 0.074
O -2.376 -0.138 0.103 -0.033

***

Entry 7:
43
Properties=species:S:1:pos:R:3:lowdin_charge:R:1 method="wB97M-V/def2-TZVPD" relative_energy_kj_mol=0.0 homo_lumo_gap_ha=0.3480 mol_weight_g_mol=237.27 charge=+1 lumo_ev=-2.399 max_force_ev_per_a=0.98
C 0.783 -0.939 -0.444 -0.146
C -0.093 -2.119 -0.837 -0.169
C -1.032 -2.601 0.286 -0.288
N -2.354 -3.039 -0.141 0.005
N 1.751 -1.355 0.633 0.169
H 0.202 -0.115 -0.036 0.117
H 1.356 -0.598 -1.304 0.120
H 0.558 -2.935 -1.159 0.110
H -0.669 -1.828 -1.717 0.117
H -0.572 -3.429 0.828 0.114
H -1.188 -1.815 1.027 0.103
H -2.821 -2.326 -0.679 0.064
H -2.293 -3.866 -0.717 0.071
H 2.125 -0.540 1.116 0.103
H 1.212 -1.885 1.337 0.101
H 2.497 -1.954 0.247 0.108
H -0.863 2.229 -2.358 0.023
H -0.842 3.435 -1.374 0.024
O -1.452 2.801 -1.817 -0.096
H -0.177 3.222 2.719 0.087
H -0.643 2.242 1.570 0.023
O 0.141 2.690 1.984 -0.065
H -1.906 2.164 -0.163 0.015
H -2.604 1.013 0.608 0.060
O -1.992 1.751 0.725 -0.059
H 2.749 1.216 2.930 0.081
H 1.357 1.487 2.316 0.025
O 2.010 0.774 2.500 -0.064
H -2.990 1.735 -1.838 -0.010
H -4.511 1.580 -1.699 0.053
O -3.687 1.078 -1.659 -0.069
H 0.246 -1.794 3.888 0.068
H 1.180 -0.719 3.283 0.020
O 0.863 -1.634 3.168 -0.061
H 0.996 1.854 -3.628 0.077
H -0.162 0.997 -4.188 0.070
O 0.282 1.248 -3.371 -0.039
H 0.440 3.728 0.475 0.023
H 0.491 5.060 -0.314 0.068
O 0.514 4.104 -0.434 -0.057
H 4.077 -3.318 -1.218 0.069
H 3.560 -4.230 -0.066 0.067
O 3.460 -3.370 -0.481 -0.033

***

Entry 8:
8
Properties=species:S:1:pos:R:3:lowdin_spin:R:1 method="wB97M-V/def2-TZVPD" multiplicity=3 relative_energy_kj_mol=61.2 homo_lumo_gap_ha="0.2832 / 0.2570" s_squared=2.03 mol_weight_g_mol=177.91 charge=+1 lumo_ev="-5.031 / -7.991" max_force_ev_per_a=6.40
O 1.325 -0.731 0.161 0.364
C 0.069 -0.977 -0.032 0.093
C -0.950 -0.092 -0.143 0.490
O -0.774 1.301 0.048 0.226
C 0.286 1.937 0.118 0.699
Ag 2.256 0.931 0.350 0.109
H -0.226 -2.030 -0.158 0.004
H -1.986 -0.338 -0.344 0.014

***

Entry 9:
9
Properties=species:S:1:pos:R:3:lowdin_charge:R:1 method="wB97M-V/def2-TZVPD" relative_energy_kj_mol=150.4 homo_lumo_gap_ha=0.3217 mol_weight_g_mol=193.91 charge=+1 lumo_ev=-5.897 max_force_ev_per_a=5.51
H 0.144 -1.870 -1.667 0.253
C 0.145 -0.021 -1.419 -0.455
O 0.074 -0.986 -2.262 0.197
O -0.636 0.877 -1.280 0.104
C 0.285 0.212 2.096 0.131
C 0.420 -0.249 0.989 -0.224
O 0.736 -0.673 -0.203 0.052
H 0.312 0.656 3.080 0.060
Ag -1.480 2.055 0.666 0.881

***

Entry 10:
10
Properties=species:S:1:pos:R:3:lowdin_spin:R:1 method="wB97M-V/def2-TZVPD" multiplicity=2 relative_energy_kj_mol=501.4 homo_lumo_gap_ha="0.1524 / 0.1153" s_squared=1.45 mol_weight_g_mol=119.97 charge=+1 lumo_ev="-7.470 / -8.457" max_force_ev_per_a=8.08
O -1.921 1.344 -1.429 -0.247
O 0.307 0.344 -0.213 0.155
C 1.512 -0.156 0.036 0.044
C -0.848 -0.511 -0.226 0.936
O 1.654 -1.373 0.261 0.050
C -2.042 0.381 -0.450 0.066
Al 2.640 1.173 -0.036 0.006
H -2.165 1.010 0.492 -0.014
H -2.955 -0.268 -0.586 -0.037
Li -0.015 -2.309 0.208 0.042

***

Entry 11:
7
Properties=species:S:1:pos:R:3:lowdin_spin:R:1 method="wB97M-V/def2-TZVPD" multiplicity=3 relative_energy_kj_mol=54.9 homo_lumo_gap_ha="0.3563 / 0.2555" s_squared=2.01 mol_weight_g_mol=197.86 charge=0 lumo_ev="0.867 / -3.484" max_force_ev_per_a=4.52
C 0.608 -0.108 -0.674 0.190
C 0.657 -1.157 0.090 0.544
C -0.745 -0.766 0.102 0.288
Br 1.590 2.354 0.703 0.872
Br -1.363 -0.043 1.665 0.079
H 0.683 0.722 -1.248 0.012
H -1.429 -1.003 -0.638 0.015

***

Entry 12:
9
Properties=species:S:1:pos:R:3:lowdin_charge:R:1 method="wB97M-V/def2-TZVPD" relative_energy_kj_mol=141.9 homo_lumo_gap_ha="0.2397 / 0.2398" mol_weight_g_mol=451.66 charge=0 lumo_ev="-1.889 / -1.893" max_force_ev_per_a=4.03
C 0.376 -0.374 0.590 -0.747
C -0.239 -0.459 -1.899 -1.084
C -0.226 0.801 1.227 -0.805
Br 0.841 -1.711 -2.819 0.435
Br 0.872 2.101 2.136 0.577
I 2.335 -0.804 0.415 0.891
I -2.167 -1.386 -1.688 0.583
H -0.735 1.243 0.237 0.126
H -1.058 0.590 1.802 0.025